Entry 1:
{"formula": "C4H7NO", "method": "wB97M-V/def2-TZVPD", "symbols": ["C", "C", "N", "O", "H", "H", "H", "H", "H", "C", "C", "H", "H"], "xyz": [[1.83, -0.37, 0.85], [0.58, -0.44, 0.08], [0.37, -1.51, -0.70], [-0.32, 0.37, 0.23], [2.20, 0.63, 0.76], [2.67, -1.12, 0.61], [1.48, -0.62, 1.94], [-0.47, -1.22, -1.37], [1.11, -2.19, -1.09], [-2.97, 1.60, -0.38], [-1.76, 1.73, -0.36], [-4.01, 1.47, -0.47], [-0.71, 1.68, -0.10]], "mulliken_charge": [-0.837, 0.532, -0.462, -0.561, 0.269, 0.322, 0.227, 0.300, 0.265, -0.500, -0.383, 0.406, 0.420], "lumo_ev": 0.58, "energy_ev": -7795.07245, "smiles": "CC(N)=O.C#C", "molar_mass_da": 85.106, "gap_ha": 0.3448}

=====

Entry 2:
{"formula": "C4H7NO", "method": "wB97M-V/def2-TZVPD", "symbols": ["O", "C", "C", "N", "C", "C", "H", "H", "H", "H", "H", "H", "H"], "xyz": [[0.99, 2.79, 0.98], [0.95, 1.59, 0.84], [0.25, 0.93, -0.33], [0.47, -0.50, -0.37], [-0.62, -1.27, -0.96], [-0.39, -1.28, 0.51], [1.40, 0.90, 1.60], [0.61, 1.38, -1.26], [-0.82, 1.20, -0.23], [-0.35, -2.13, -1.56], [-1.48, -0.72, -1.33], [-1.10, -0.75, 1.14], [0.09, -2.14, 0.97]], "mulliken_charge": [-0.466, -0.037, -0.305, -0.345, -0.409, -0.323, 0.325, 0.362, 0.245, 0.237, 0.223, 0.251, 0.241], "lumo_ev": 1.06, "energy_ev": -7797.25018, "smiles": "O=CCN1CC1", "molar_mass_da": 85.106, "gap_ha": 0.3950}

=====

Entry 3:
{"formula": "C4H7NO", "method": "wB97M-V/def2-TZVPD", "symbols": ["C", "C", "C", "C", "O", "N", "H", "H", "H", "H", "H", "H", "H"], "xyz": [[-0.16, 1.53, 0.62], [0.10, -0.18, -1.27], [1.04, -1.06, -0.39], [-0.18, -1.07, 0.46], [-0.93, -1.89, 0.93], [-0.66, 0.28, 0.00], [-0.80, 2.36, 0.30], [-0.18, 1.44, 1.71], [0.85, 1.70, 0.26], [-0.61, -0.80, -1.82], [1.32, -2.06, -0.73], [1.91, -0.53, -0.01], [-1.68, 0.28, -0.05]], "mulliken_charge": [-0.864, -0.642, -0.474, 0.454, -0.583, 0.137, 0.347, 0.316, 0.293, 0.225, 0.299, 0.168, 0.324], "lumo_ev": 0.79, "energy_ev": -7795.60414, "molar_mass_da": 85.106, "gap_ha": 0.3021}

=====

Entry 4:
{"formula": "C4H7NO", "method": "wB97M-V/def2-TZVPD", "symbols": ["C", "C", "C", "O", "C", "N", "H", "H", "H", "H", "H", "H", "H"], "xyz": [[-0.07, 0.34, 1.50], [0.00, 0.04, 0.02], [0.40, 1.18, -0.87], [0.80, 1.05, -2.01], [0.24, -1.31, -0.56], [-1.11, -0.80, -0.47], [-1.10, 0.57, 1.77], [0.25, -0.51, 2.11], [0.55, 1.20, 1.77], [0.30, 2.19, -0.42], [0.71, -1.34, -1.54], [0.48, -2.14, 0.11], [-1.43, -0.48, -1.39]], "mulliken_charge": [-1.377, 1.235, -0.278, -0.482, -0.613, -0.628, 0.279, 0.330, 0.388, 0.347, 0.270, 0.245, 0.284], "lumo_ev": 0.84, "energy_ev": -7797.64435, "smiles": "C[C@@]1(C=O)CN1", "molar_mass_da": 85.106, "gap_ha": 0.3920}

=====

Entry 5:
{"formula": "C4H7NO", "method": "wB97M-V/def2-TZVPD", "symbols": ["N", "C", "C", "C", "C", "O", "H", "H", "H", "H", "H", "H", "H"], "xyz": [[2.47, -0.01, 0.73], [1.31, -0.09, 0.28], [0.23, -1.09, 0.57], [-0.89, -0.66, -0.37], [-0.43, 0.58, -1.10], [0.79, 0.83, -0.68], [2.96, 0.79, 0.32], [0.60, -2.10, 0.39], [-0.04, -1.04, 1.63], [-1.84, -0.43, 0.12], [-1.13, -1.40, -1.14], [-2.33, 2.63, -0.01], [-1.94, 2.28, -0.55]], "mulliken_charge": [-0.625, 0.408, -0.389, -0.173, -0.446, -0.125, 0.295, 0.257, 0.254, 0.248, 0.284, 0.205, -0.191], "lumo_ev": 0.61, "energy_ev": -7795.51848, "molar_mass_da": 85.106, "gap_ha": 0.3503}

=====

Entry 6:
{"formula": "C4H7NO", "method": "wB97M-V/def2-TZVPD", "symbols": ["N", "C", "O", "C", "C", "C", "H", "H", "H", "H", "H", "H", "H"], "xyz": [[2.57, 0.74, 0.07], [1.67, -0.11, -0.19], [0.42, 0.32, -0.50], [-0.57, -0.62, -0.67], [-1.05, -1.35, 0.33], [-1.54, 1.92, -1.17], [3.45, 0.26, 0.24], [1.76, -1.20, -0.22], [-0.95, -0.64, -1.69], [-1.85, -2.06, 0.15], [-0.66, -1.26, 1.34], [-0.85, 2.43, -0.47], [-2.39, 1.64, -0.51]], "mulliken_charge": [-0.578, 0.109, -0.329, -0.318, -0.518, -0.369, 0.253, 0.332, 0.510, 0.261, 0.265, 0.168, 0.214], "lumo_ev": [-0.61, -0.62], "energy_ev": -7792.87511, "molar_mass_da": 85.106, "gap_ha": [0.3237, 0.3221]}

=====

Entry 7:
{"formula": "C4H7NO", "method": "wB97M-V/def2-TZVPD", "symbols": ["O", "C", "C", "C", "C", "N", "H", "H", "H", "H", "H", "H", "H"], "xyz": [[0.70, 1.81, -0.44], [1.45, 0.94, -0.07], [1.06, -0.53, -0.14], [-0.34, -0.44, 0.45], [-1.28, 0.34, -0.33], [-1.44, -1.19, -0.07], [2.38, 1.23, 0.44], [1.76, -1.18, 0.38], [0.94, -0.88, -1.17], [-0.37, -0.23, 1.52], [-1.08, 0.48, -1.39], [-1.79, 1.20, 0.11], [-1.99, -1.57, 0.71]], "mulliken_charge": [-0.468, 0.074, -0.645, 0.063, -0.474, -0.627, 0.361, 0.296, 0.264, 0.358, 0.252, 0.288, 0.259], "lumo_ev": 0.96, "energy_ev": -7796.71490, "smiles": "O=CC[C@H]1CN1", "molar_mass_da": 85.106, "gap_ha": 0.3791}

=====

Entry 8:
{"formula": "C4H7NO", "method": "wB97M-V/def2-TZVPD", "symbols": ["C", "C", "C", "C", "O", "N", "H", "H", "H", "H", "H", "H", "H"], "xyz": [[-0.57, -0.75, -0.62], [0.73, -0.54, -1.27], [0.74, 0.60, -0.24], [-0.27, 0.13, 1.40], [-0.83, -1.59, 0.31], [-1.20, 0.79, 1.87], [-1.38, -0.10, -0.99], [-1.93, 1.19, 1.30], [0.49, -0.43, 1.92], [1.46, -1.32, -1.05], [0.70, -0.23, -2.31], [0.38, 1.56, -0.60], [1.69, 0.68, 0.27]], "mulliken_charge": [0.220, -0.537, -0.683, -0.095, -0.609, -0.542, 0.394, 0.249, 0.357, 0.290, 0.254, 0.305, 0.398], "lumo_ev": 0.83, "energy_ev": -7794.75902, "molar_mass_da": 85.106, "gap_ha": 0.3443}

=====

Entry 9:
{"formula": "C4H7NO", "method": "wB97M-V/def2-TZVPD", "symbols": ["C", "C", "N", "C", "C", "O", "H", "H", "H", "H", "H", "H", "H"], "xyz": [[0.61, -0.43, -1.60], [0.32, -0.49, -0.10], [0.62, 0.67, 0.71], [-0.62, 0.72, 1.45], [-1.13, -0.28, 0.39], [-2.21, -0.65, 0.03], [1.63, -0.76, -1.81], [0.49, 0.60, -1.97], [-0.09, -1.07, -2.14], [0.71, -1.43, 0.32], [1.48, 1.16, 0.86], [-1.12, 1.69, 1.47], [-0.63, 0.29, 2.47]], "mulliken_charge": [-1.290, 0.296, -0.232, -0.347, 0.347, -0.554, 0.324, 0.347, 0.286, 0.232, 0.127, 0.252, 0.211], "lumo_ev": 1.00, "energy_ev": -7797.69647, "smiles": "C[C@H]1NCC1=O", "molar_mass_da": 85.106, "gap_ha": 0.3625}

=====

Entry 10:
{"formula": "C4H7NO", "method": "wB97M-V/def2-TZVPD", "symbols": ["C", "C", "C", "N", "C", "O", "H", "H", "H", "H", "H", "H", "H"], "xyz": [[-1.55, 0.08, 0.48], [-0.37, -0.77, 0.05], [0.49, -0.52, -1.14], [1.03, -0.38, 0.18], [1.57, 0.85, 0.51], [2.08, 1.59, -0.31], [-1.64, 0.10, 1.57], [-2.47, -0.38, 0.09], [-1.50, 1.10, 0.11], [-0.51, -1.82, 0.29], [0.84, -1.36, -1.73], [0.44, 0.44, -1.67], [1.58, 1.08, 1.58]], "mulliken_charge": [-1.270, 0.300, -0.515, -0.225, 0.103, -0.510, 0.299, 0.339, 0.338, 0.316, 0.224, 0.242, 0.359], "lumo_ev": 0.97, "energy_ev": -7797.83190, "smiles": "C[C@H]1CN1C=O", "molar_mass_da": 85.106, "gap_ha": 0.3938}

=====

Entry 11:
{"formula": "C4H7NO", "method": "wB97M-V/def2-TZVPD", "symbols": ["C", "C", "C", "C", "N", "O", "H", "H", "H", "H", "H", "H", "H"], "xyz": [[1.45, -0.38, -0.21], [0.35, 0.32, 0.58], [-0.72, 1.02, -0.31], [-1.57, -0.19, -0.22], [-2.05, -1.25, -0.50], [-0.51, -0.58, 1.27], [2.05, -0.98, 0.47], [2.10, 0.34, -0.72], [1.02, -1.05, -0.96], [0.78, 1.04, 1.29], [-1.18, 1.87, 0.22], [-0.47, 1.29, -1.34], [-1.25, -1.46, 0.44]], "mulliken_charge": [-1.280, 0.389, -0.483, 0.321, -0.573, -0.745, 0.308, 0.345, 0.302, 0.363, 0.258, 0.280, 0.516], "lumo_ev": 0.86, "energy_ev": -7795.38254, "molar_mass_da": 85.106, "gap_ha": 0.3827}

=====

Entry 12:
{"formula": "C4H7NO", "method": "wB97M-V/def2-TZVPD", "symbols": ["O", "N", "C", "C", "C", "C", "H", "H", "H", "H", "H", "H", "H"], "xyz": [[-0.95, 1.94, 1.58], [-0.16, 0.82, 1.81], [-0.09, 0.08, 0.78], [-0.53, 0.39, -0.62], [0.40, -0.80, -1.08], [0.79, -1.10, 0.41], [-0.90, 2.14, 0.61], [-1.58, 0.30, -0.90], [-0.34, 1.51, -0.78], [-0.15, -1.64, -1.53], [1.24, -0.57, -1.73], [0.44, -2.06, 0.79], [1.85, -0.99, 0.66]], "mulliken_charge": [-0.329, -0.523, 0.628, -0.844, -0.454, -0.431, 0.260, 0.295, 0.372, 0.241, 0.293, 0.235, 0.257], "lumo_ev": 0.91, "energy_ev": -7796.10186, "smiles": "ON=C1CCC1", "molar_mass_da": 85.106, "gap_ha": 0.3836}

=====

Entry 13:
{"formula": "C4H7NO", "method": "wB97M-V/def2-TZVPD", "symbols": ["C", "C", "C", "N", "C", "O", "H", "H", "H", "H", "H", "H", "H"], "xyz": [[-1.79, -0.41, 0.34], [-0.37, -0.83, 0.56], [0.80, 0.71, -1.09], [0.62, 0.00, 0.18], [1.86, 0.34, 0.47], [2.17, 1.01, -0.73], [-2.14, 0.38, 1.03], [-2.44, -1.28, 0.49], [-1.98, -0.05, -0.68], [-0.10, -1.52, 1.34], [0.69, 0.01, -1.93], [0.19, 1.61, -1.22], [2.55, 0.04, 1.25]], "mulliken_charge": [-1.012, -0.232, -0.358, 0.005, -0.166, -0.414, 0.235, 0.322, 0.275, 0.325, 0.328, 0.308, 0.384], "lumo_ev": [0.97, 0.96], "energy_ev": -7794.93444, "molar_mass_da": 85.106, "gap_ha": [0.2623, 0.2616]}

=====

Entry 14:
{"formula": "C4H7NO", "method": "wB97M-V/def2-TZVPD", "symbols": ["C", "C", "C", "C", "N", "O", "H", "H", "H", "H", "H", "H", "H"], "xyz": [[0.34, 0.71, 1.71], [-1.35, 0.65, -1.15], [-0.25, 1.65, -1.26], [0.96, -1.75, 1.47], [0.62, -0.43, 1.65], [0.03, 0.22, -1.19], [0.22, 2.33, -0.53], [-1.96, 0.44, -0.21], [-1.77, 0.65, -2.18], [-0.28, 1.89, -2.30], [0.64, -2.46, 2.14], [2.12, -1.75, 1.42], [0.70, -2.17, 0.43]], "mulliken_charge": [-0.235, -0.254, -0.359, -0.674, 0.067, -0.340, 0.242, 0.233, 0.243, 0.240, 0.329, 0.257, 0.249], "lumo_ev": 0.99, "energy_ev": -7795.27194, "molar_mass_da": 85.106, "gap_ha": 0.4056}

=====

Entry 15:
{"formula": "C4H7NO", "method": "wB97M-V/def2-TZVPD", "symbols": ["N", "C", "O", "C", "C", "C", "H", "H", "H", "H", "H", "H", "H"], "xyz": [[-1.48, 1.11, 0.51], [-0.83, -0.28, -0.47], [-1.44, -0.46, -1.47], [0.30, -0.57, 0.31], [1.36, 0.40, -0.23], [1.59, -1.06, -0.21], [-1.89, 0.92, 1.42], [-2.13, 1.60, -0.09], [0.20, -0.50, 1.39], [1.11, 0.65, -1.27], [-0.50, 1.58, 0.65], [2.22, -1.46, 0.58], [1.55, -1.59, -1.14]], "mulliken_charge": [-0.610, 0.709, -0.490, -0.350, -0.521, -0.496, 0.298, 0.289, 0.123, 0.109, 0.422, 0.249, 0.269], "lumo_ev": 0.32, "energy_ev": -7794.31299, "molar_mass_da": 85.106, "gap_ha": 0.2620}

=====

Entry 16:
{"formula": "C4H7NO", "method": "wB97M-V/def2-TZVPD", "symbols": ["O", "C", "C", "N", "C", "C", "H", "H", "H", "H", "H", "H", "H"], "xyz": [[-2.75, -0.74, 1.46], [-1.90, -0.31, 0.68], [-0.61, 0.12, 1.01], [0.24, 0.55, -0.11], [0.71, -0.38, -1.18], [1.66, 0.19, -0.20], [-2.14, -0.22, -0.42], [-0.10, 0.02, 1.95], [-0.22, 1.46, -0.04], [0.72, -0.03, -2.21], [0.36, -1.40, -1.03], [1.99, -0.44, 0.62], [2.36, 0.96, -0.52]], "mulliken_charge": [-0.619, -0.073, -0.650, 0.032, -0.294, -0.410, 0.214, 0.362, 0.415, 0.252, 0.261, 0.250, 0.260], "lumo_ev": 0.45, "energy_ev": -7794.91541, "smiles": "[O-]/C=C/[NH+]1CC1", "molar_mass_da": 85.106, "gap_ha": 0.2798}

=====

Entry 17:
{"formula": "C4H7NO", "method": "wB97M-V/def2-TZVPD", "symbols": ["O", "C", "C", "N", "C", "C", "H", "H", "H", "H", "H", "H", "H"], "xyz": [[-0.70, 2.12, 2.12], [-0.09, 1.55, 1.25], [0.07, 0.05, 1.12], [0.54, -0.43, -0.18], [0.09, -0.06, -1.48], [-0.15, -1.43, -0.92], [0.49, 2.13, 0.51], [-0.79, -0.47, 1.56], [1.03, -0.21, 1.57], [0.93, 0.08, -2.16], [-0.74, 0.62, -1.57], [-1.17, -1.68, -0.61], [0.48, -2.28, -1.22]], "mulliken_charge": [-0.466, 0.026, -0.371, -0.287, -0.364, -0.468, 0.355, 0.310, 0.266, 0.215, 0.277, 0.261, 0.246], "lumo_ev": 1.01, "energy_ev": -7796.62012, "smiles": "O=CCN1CC1", "molar_mass_da": 85.106, "gap_ha": 0.3703}

=====

Entry 18:
{"formula": "C4H7NO", "method": "wB97M-V/def2-TZVPD", "symbols": ["C", "C", "O", "C", "N", "C", "H", "H", "H", "H", "H", "H", "H"], "xyz": [[-0.13, 0.34, -0.97], [1.53, 0.94, 0.24], [0.06, 0.64, 0.76], [-0.17, -0.60, 1.27], [-0.90, -1.38, 0.58], [-1.25, -0.66, -0.64], [-0.43, 1.32, -1.34], [0.65, -0.11, -1.57], [2.10, 0.06, 0.58], [1.83, 1.81, 0.83], [0.31, -0.84, 2.21], [-2.21, -0.14, -0.49], [-1.38, -1.38, -1.46]], "mulliken_charge": [-0.216, -0.738, -0.259, 0.103, -0.492, -0.472, 0.308, 0.290, 0.255, 0.183, 0.431, 0.261, 0.346], "lumo_ev": 0.70, "energy_ev": -7792.91183, "molar_mass_da": 85.106, "gap_ha": 0.3015}

=====

Entry 19:
{"formula": "C4H7NO", "method": "wB97M-V/def2-TZVPD", "symbols": ["C", "C", "C", "N", "C", "O", "H", "H", "H", "H", "H", "H", "H"], "xyz": [[-1.38, -0.09, 0.59], [-0.27, -0.83, -0.13], [0.37, -0.18, -1.31], [1.10, -0.33, -0.08], [1.47, 0.76, 0.69], [1.73, 1.86, 0.25], [-1.48, -0.40, 1.63], [-2.34, -0.26, 0.08], [-1.19, 0.99, 0.57], [-0.34, -1.91, -0.10], [0.73, -0.78, -2.15], [0.05, 0.82, -1.57], [1.55, 0.51, 1.76]], "mulliken_charge": [-1.249, 0.194, -0.442, -0.228, 0.081, -0.496, 0.306, 0.326, 0.339, 0.334, 0.228, 0.249, 0.357], "lumo_ev": 1.00, "energy_ev": -7797.95087, "smiles": "C[C@H]1CN1C=O", "molar_mass_da": 85.106, "gap_ha": 0.3986}

=====

Entry 20:
{"formula": "C4H7NO", "method": "wB97M-V/def2-TZVPD", "symbols": ["C", "C", "C", "N", "C", "O", "H", "H", "H", "H", "H", "H", "H"], "xyz": [[1.67, 0.49, 0.22], [0.22, 0.73, -0.13], [-0.50, -0.08, -1.19], [-0.78, -0.23, 0.18], [-1.59, -0.97, 0.96], [-2.38, -1.78, 0.52], [1.85, 0.73, 1.27], [2.29, 1.14, -0.41], [1.96, -0.56, 0.04], [-0.09, 1.78, -0.03], [-1.25, 0.42, -1.80], [0.04, -0.90, -1.67], [-1.44, -0.77, 2.03]], "mulliken_charge": [-1.236, 0.236, -0.543, 0.002, 0.052, -0.565, 0.295, 0.320, 0.334, 0.311, 0.237, 0.228, 0.329], "lumo_ev": 0.89, "energy_ev": -7797.71737, "smiles": "C[C@H]1CN1C=O", "molar_mass_da": 85.106, "gap_ha": 0.3842}